Entry 1:
134
Properties=species:S:1:pos:R:3:mulliken_charge:R:1 method="wB97M-V/def2-TZVPD" spin_multiplicity=1 lumo_ev=-1.12 mol_weight_g_mol=881.85 smiles="CC[C@](CCCF)(O[C@@H](CNCCCCCCCCCCCOC)B(O)O)S(=O)(=O)C(F)(F)F.CN(C)P(=O)(N(C)C)N(C)C.CN(C)P(=O)(N(C)C)N(C)C" homo_lumo_gap_ha=0.2515 homo_ev=-7.959
C 2.914 -1.012 1.242 -0.731
C 4.018 -2.253 1.434 -0.637
C 5.549 -1.804 0.929 -0.133
C 6.627 -1.720 2.159 -0.325
C 6.049 -1.103 3.562 -0.654
C 5.593 0.469 3.502 0.532
F 4.506 0.625 4.540 -0.397
O 5.356 -0.565 0.168 0.065
C 6.595 -0.039 -0.412 -0.305
C 6.203 0.440 -1.966 -1.004
N 4.733 0.799 -1.944 -0.024
C 4.461 2.182 -2.503 -0.214
C 2.808 2.399 -2.373 -0.937
C 2.307 2.669 -0.834 0.657
C 0.824 2.064 -0.475 -0.517
C -0.261 3.227 0.027 -0.482
C -1.783 2.971 -0.576 -0.489
C -2.800 2.227 0.481 -0.545
C -4.377 2.298 -0.014 -0.583
C -4.931 0.882 -0.660 -0.653
C -5.744 -0.061 0.411 -0.429
C -6.276 -1.468 -0.297 -0.413
O -7.741 -1.671 -0.131 -0.364
C -8.093 -3.100 -0.195 -0.510
B 7.131 1.367 0.329 0.057
O 6.493 2.689 0.170 0.184
O 8.357 1.250 1.178 -0.659
S 6.122 -3.276 -0.149 0.970
O 7.696 -3.359 -0.229 -0.655
O 5.697 -4.659 0.483 -0.637
C 5.433 -3.231 -1.891 0.743
F 4.249 -2.361 -2.073 -0.201
F 6.564 -2.950 -2.808 -0.212
F 4.985 -4.639 -2.200 -0.227
H 1.900 -1.359 1.767 0.413
H 3.233 -0.026 1.784 0.118
H 2.668 -0.864 0.087 0.189
H 4.008 -2.713 2.510 0.388
H 3.611 -3.113 0.713 0.326
H 7.625 -1.161 1.917 0.208
H 6.941 -2.847 2.400 0.428
H 5.173 -1.706 4.052 0.295
H 6.950 -1.156 4.342 0.328
H 5.114 0.815 2.492 -0.365
H 6.424 1.241 3.814 0.260
H 7.513 -0.762 -0.391 0.414
H 6.388 -0.397 -2.763 0.270
H 6.843 1.403 -2.238 0.319
H 4.177 0.150 -2.572 0.170
H 4.801 2.256 -3.643 0.326
H 4.956 3.060 -1.907 -0.036
H 2.473 3.322 -3.015 0.329
H 2.253 1.450 -2.838 0.305
H 3.085 2.184 -0.091 -0.302
H 2.296 3.835 -0.608 0.024
H 0.952 1.347 0.466 -0.018
H 0.353 1.399 -1.322 0.332
H 0.087 4.324 -0.284 0.309
H -0.354 3.262 1.210 0.270
H -2.259 4.037 -0.820 0.282
H -1.686 2.318 -1.559 0.178
H -2.759 2.742 1.555 0.298
H -2.528 1.084 0.679 0.223
H -5.116 2.612 0.854 0.321
H -4.449 3.131 -0.849 0.352
H -5.711 1.189 -1.510 0.301
H -4.079 0.257 -1.212 0.282
H -6.678 0.509 0.832 0.260
H -5.036 -0.378 1.316 0.220
H -6.072 -1.440 -1.459 0.281
H -5.748 -2.388 0.202 0.256
H -7.547 -3.717 0.662 0.258
H -9.265 -3.209 -0.072 0.191
H -7.832 -3.559 -1.257 0.239
H 6.933 3.081 -0.661 0.134
H 9.062 0.701 0.693 0.362
C -9.323 -7.785 -2.830 -1.097
N -9.229 -7.790 -1.386 0.316
C -7.861 -7.483 -0.964 -1.055
P -10.416 -7.224 -0.322 0.634
O -10.278 -5.742 -0.749 -0.782
N -12.032 -7.366 -0.854 0.284
C -12.465 -7.895 -2.132 -1.095
C -12.890 -6.220 -0.523 -1.062
N -10.574 -8.927 0.169 0.049
C -10.244 -10.145 -0.544 -0.884
C -11.318 -9.164 1.396 -1.133
H -8.542 -8.424 -3.263 0.390
H -9.232 -6.777 -3.249 0.293
H -10.243 -8.235 -3.189 0.356
H -7.610 -8.067 -0.072 0.316
H -7.746 -6.422 -0.720 0.166
H -7.111 -7.732 -1.723 0.381
H -12.165 -7.251 -2.964 0.362
H -13.558 -7.991 -2.170 0.374
H -12.100 -8.907 -2.301 0.231
H -12.771 -5.405 -1.250 0.319
H -12.652 -5.829 0.471 0.296
H -13.947 -6.506 -0.501 0.350
H -10.579 -10.135 -1.586 0.263
H -10.701 -11.032 -0.098 0.416
H -9.157 -10.317 -0.538 0.223
H -12.366 -9.395 1.180 0.326
H -11.294 -8.278 2.040 0.332
H -10.888 -9.986 1.979 0.458
C 4.509 7.874 2.400 -1.169
N 5.157 6.883 1.569 0.487
C 4.461 5.599 1.671 -1.493
P 5.841 7.171 0.049 0.673
O 4.493 7.487 -0.644 -0.851
N 6.489 8.732 -0.201 0.289
C 6.475 9.823 0.753 -1.115
C 6.238 9.293 -1.536 -1.077
N 7.391 6.808 0.845 0.268
C 7.772 6.887 2.241 -0.930
C 8.518 6.572 -0.044 -1.186
H 4.380 7.489 3.420 0.366
H 3.532 8.173 2.006 0.321
H 5.118 8.762 2.543 0.374
H 5.188 4.781 1.633 0.252
H 3.751 5.464 0.849 0.498
H 3.908 5.484 2.610 0.377
H 5.461 10.187 0.942 0.366
H 7.066 10.673 0.389 0.380
H 6.948 9.548 1.694 0.219
H 5.240 9.746 -1.601 0.321
H 6.312 8.518 -2.305 0.292
H 6.979 10.058 -1.793 0.349
H 7.431 7.807 2.726 0.228
H 8.855 6.863 2.386 0.457
H 7.362 6.034 2.805 0.205
H 9.100 7.488 -0.190 0.273
H 8.171 6.234 -1.026 0.360
H 9.181 5.790 0.340 0.427

***

Entry 2:
101
Properties=species:S:1:pos:R:3:mulliken_charge:R:1 method="wB97M-V/def2-TZVPD" spin_multiplicity=1 lumo_ev=-1.07 mol_weight_g_mol=1204.71 homo_lumo_gap_ha=0.2334 homo_ev=-7.422
Pd -0.382 1.909 -0.658 -1.268
Te -1.155 -3.209 -2.249 0.350
C -2.032 -4.331 -0.678 -0.086
C -1.297 -4.695 0.445 0.052
C -1.927 -5.394 1.464 -0.399
N -3.207 -5.758 1.428 -0.647
C -3.900 -5.419 0.345 -0.350
C -3.367 -4.707 -0.722 -0.240
C -0.635 -1.602 -0.993 -1.067
P -1.344 0.001 -1.388 2.355
C -3.086 -0.118 -0.862 0.729
C -3.999 0.884 -1.197 -0.313
C -5.305 0.817 -0.737 -0.749
C -5.715 -0.241 0.066 -0.776
C -4.811 -1.234 0.409 -1.017
C -3.503 -1.172 -0.052 -0.353
C -1.330 -0.090 -3.206 0.408
C -0.089 0.086 -3.818 -0.469
C 0.015 0.029 -5.197 -0.985
C -1.117 -0.189 -5.972 -0.585
C -2.350 -0.365 -5.364 -0.805
C -2.458 -0.322 -3.981 -0.253
P 0.884 -1.633 -0.297 0.342
C 1.053 -1.290 1.316 0.963
C 2.363 -1.092 1.901 -0.951
C 2.547 -0.526 3.095 -1.625
C 1.412 0.076 3.857 -0.038
C 0.043 -0.589 3.595 -0.876
C -0.189 -0.987 2.120 -1.239
C 2.092 -2.819 -0.874 1.086
C 2.515 -3.852 -0.039 -0.162
C 3.459 -4.760 -0.494 -0.840
C 3.985 -4.634 -1.772 -0.611
C 3.569 -3.602 -2.605 -0.625
C 2.626 -2.694 -2.156 -0.684
H -0.248 -4.442 0.531 0.390
H -1.370 -5.683 2.350 0.380
H -4.942 -5.719 0.329 0.391
H -3.998 -4.438 -1.560 0.370
H -3.680 1.719 -1.810 0.184
H -6.003 1.600 -1.004 0.468
H -6.736 -0.287 0.422 0.416
H -5.120 -2.064 1.033 0.479
H -2.799 -1.946 0.227 0.473
H 0.787 0.303 -3.212 0.569
H 0.977 0.182 -5.669 0.454
H -1.038 -0.213 -7.052 0.401
H -3.234 -0.533 -5.966 0.421
H -3.421 -0.469 -3.510 0.449
H 3.221 -1.442 1.335 0.455
H 3.545 -0.439 3.507 0.395
H 1.613 0.031 4.931 0.837
H -0.180 -1.354 4.335 0.321
H -0.897 -1.813 2.009 0.992
H 2.101 -3.940 0.958 0.366
H 3.780 -5.568 0.149 0.439
H 4.722 -5.345 -2.123 0.414
H 3.978 -3.507 -3.602 0.476
H 2.287 -1.892 -2.803 0.464
C 3.689 4.107 -0.673 -1.079
C 4.154 2.882 -1.445 -0.685
S 3.545 1.365 -0.665 0.639
O 2.241 1.057 -1.340 -0.658
C 4.763 0.217 -1.356 0.048
C 6.069 0.238 -0.581 -1.275
H 4.044 5.013 -1.165 0.418
H 4.084 4.102 0.344 0.300
H 2.602 4.151 -0.617 0.076
H 5.242 2.816 -1.514 0.470
H 3.729 2.843 -2.451 0.279
H 4.892 0.456 -2.414 0.528
H 4.273 -0.755 -1.287 -0.308
H 6.541 1.221 -0.603 0.329
H 6.774 -0.474 -1.010 0.441
H 5.909 -0.032 0.464 0.271
Br -5.025 4.162 4.210 -0.221
C -3.472 4.323 3.131 0.054
C -3.408 3.647 1.924 -0.683
C -2.255 3.743 1.157 0.702
C -1.167 4.495 1.586 0.040
C -1.279 5.204 2.780 -0.710
C -2.422 5.119 3.561 -0.444
C 0.185 4.536 0.881 0.096
O 1.027 5.307 1.335 -0.764
O 0.431 3.728 -0.086 -0.418
H -4.248 3.057 1.579 0.594
H -2.217 3.229 0.206 0.272
H -0.437 5.807 3.093 0.469
H -2.499 5.664 4.493 0.428
I -1.455 3.237 -2.736 -0.341
C -0.209 1.848 3.687 -1.330
C -0.962 0.610 3.479 -0.183
C -0.918 0.368 1.915 0.739
C -0.019 1.347 1.250 -0.158
C 0.939 1.920 2.015 -0.608
C 1.176 1.551 3.512 -0.362
H -0.624 2.837 3.847 0.583
H -1.969 0.532 3.870 0.593
H -1.926 0.335 1.510 0.909
H 1.597 2.704 1.668 0.882
H 1.889 2.265 3.913 0.788

***

no.,calculated total energy (eV)
1,-103236.8705
2,-175394.9796